109
Properties=species:S:1:pos:R:3:mulliken_charge:R:1 method="wB97M-V/def2-TZVPD" e_above_lowest_kcal_mol=0.0 energy_ha=-4296.3620 charge=-2 orbital_gap_ha=0.246 largest_force_ha_per_bohr=0.034
K -20.738 8.559 -6.368 0.59
C -21.324 9.888 -0.156 -1.41
C -21.561 9.061 -1.356 0.68
C -22.136 7.812 -1.448 -1.21
C -22.102 7.497 -2.823 -0.71
N -21.542 8.485 -3.503 0.22
N -21.200 9.440 -2.604 1.00
B -20.480 10.769 -2.946 -1.36
N -21.303 11.747 -3.894 0.91
N -21.347 11.603 -5.252 -0.09
C -22.166 12.546 -5.727 -0.21
C -22.673 13.302 -4.633 -1.51
C -22.088 12.775 -3.511 0.86
C -22.168 13.249 -2.088 -1.31
C -22.402 12.727 -7.189 2.91
C -21.588 11.752 -7.991 -0.98
C -23.916 12.501 -7.467 -1.81
C -22.024 14.166 -7.522 -1.98
N -19.011 10.570 -3.443 0.52
N -18.677 10.113 -4.683 0.54
C -17.385 10.352 -4.851 -0.43
C -16.843 10.908 -3.665 -0.88
C -17.900 11.055 -2.811 0.54
C -17.896 11.626 -1.449 -1.45
C -16.693 10.009 -6.139 2.83
C -15.249 10.517 -6.084 -2.40
C -17.455 10.669 -7.300 -1.41
C -16.634 8.490 -6.274 -1.76
C -22.640 6.267 -3.500 3.28
C -23.285 5.374 -2.433 -2.50
C -23.705 6.650 -4.545 -1.84
C -21.460 5.437 -4.088 -1.93
H -21.658 9.397 0.757 0.34
H -21.879 10.803 -0.241 0.15
H -20.292 10.164 -0.030 0.12
H -22.568 7.239 -0.649 0.55
H -20.402 11.419 -1.914 -0.34
H -23.354 14.145 -4.578 0.40
H -22.779 14.139 -2.099 0.38
H -21.179 13.515 -1.705 0.16
H -22.603 12.511 -1.415 0.13
H -21.898 10.694 -7.781 -0.39
H -20.525 11.818 -7.763 0.13
H -21.791 11.937 -9.046 0.49
H -24.239 11.508 -7.250 0.28
H -24.155 12.684 -8.534 0.45
H -24.506 13.216 -6.893 0.36
H -20.969 14.315 -7.289 0.36
H -22.602 14.887 -6.925 0.32
H -22.185 14.372 -8.566 0.49
H -15.792 11.176 -3.502 0.42
H -16.865 11.817 -1.172 0.37
H -18.355 10.920 -0.740 0.13
H -18.469 12.562 -1.400 0.18
H -15.207 11.595 -5.913 0.46
H -14.680 10.292 -7.008 0.37
H -14.715 10.022 -5.275 0.42
H -17.518 11.770 -7.174 0.38
H -18.494 10.310 -7.382 0.02
H -16.973 10.427 -8.254 0.44
H -16.169 8.055 -5.409 0.51
H -16.112 8.107 -7.176 0.38
H -17.632 8.084 -6.333 0.08
H -24.102 5.898 -1.912 0.45
H -22.542 5.105 -1.687 0.47
H -23.703 4.495 -2.925 0.43
H -24.488 7.244 -4.024 0.37
H -24.168 5.778 -4.983 0.47
H -23.308 7.276 -5.340 0.25
H -20.750 5.215 -3.298 0.52
H -20.926 6.007 -4.840 0.22
H -21.768 4.482 -4.519 0.50
S -16.491 3.157 -8.519 -0.58
P -17.762 3.787 -7.169 0.87
S -18.762 5.505 -7.407 -0.44
C -16.959 3.801 -5.509 -0.14
C -17.104 4.848 -4.620 -0.01
C -16.637 4.764 -3.303 -0.79
C -16.069 3.585 -2.875 -0.39
C -15.888 2.528 -3.775 -0.62
C -16.320 2.618 -5.089 -0.42
C -18.996 2.429 -6.949 -0.08
C -19.438 1.727 -8.065 -0.28
C -20.517 0.861 -8.015 -0.75
C -21.102 0.589 -6.775 -0.27
C -20.698 1.287 -5.646 -0.72
C -19.662 2.209 -5.742 -0.01
H -17.617 5.729 -4.962 0.35
H -16.750 5.619 -2.659 0.49
H -15.755 3.498 -1.855 0.38
H -15.459 1.594 -3.429 0.34
H -16.180 1.826 -5.786 0.41
H -18.917 1.852 -9.020 0.27
H -20.860 0.320 -8.888 0.36
H -21.898 -0.135 -6.684 0.35
H -21.181 1.091 -4.704 0.39
H -19.365 2.784 -4.879 0.33
F -27.244 8.711 -10.946 -0.35
C -26.135 8.734 -10.181 0.57
C -26.224 8.885 -8.825 0.30
F -27.435 9.108 -8.274 -0.35
C -25.119 8.849 -8.043 0.10
F -25.287 8.999 -6.706 -0.43
C -23.823 8.628 -8.537 -0.16
O -22.793 8.598 -7.814 -0.38
C -23.756 8.486 -9.964 0.18
F -22.572 8.289 -10.599 -0.34
C -24.896 8.493 -10.747 0.25
F -24.814 8.291 -12.080 -0.34

---

103
Properties=species:S:1:pos:R:3:mulliken_charge:R:1 method="wB97M-V/def2-TZVPD" e_above_lowest_kcal_mol=53.4 energy_ha=-5185.7836 charge=+2 orbital_gap_ha="0.142 / 0.143" largest_force_ha_per_bohr=0.080
Tl -0.022 -0.793 1.239 0.88
C 2.400 2.105 2.756 -1.02
O 2.363 1.121 1.745 0.02
C 3.456 0.928 0.969 1.01
C 4.586 1.736 1.169 -0.68
C 5.605 1.774 0.200 -0.59
C 5.526 0.882 -0.871 -0.83
C 4.481 -0.011 -0.994 -0.39
C 3.337 0.058 -0.136 -0.32
N 2.429 -0.979 -0.117 0.81
N 2.864 -2.025 -0.765 -0.37
C 2.097 -3.008 -1.292 0.45
C 0.700 -2.832 -1.597 0.47
O -0.037 -2.035 -0.968 -0.23
C 0.227 -3.651 -2.722 -1.16
C 0.749 -4.896 -2.884 -0.70
C 2.069 -5.210 -2.417 0.95
C 2.704 -6.387 -2.819 -0.66
C 4.066 -6.602 -2.491 -0.51
C 4.763 -5.669 -1.660 -0.75
C 4.142 -4.489 -1.228 -0.60
C 2.782 -4.236 -1.653 0.78
H 2.539 3.089 2.316 0.44
H 3.173 1.837 3.516 0.36
H 1.427 2.080 3.232 0.23
H 4.660 2.412 2.027 0.50
H 6.453 2.447 0.308 0.47
H 6.357 0.861 -1.603 0.39
H 4.589 -0.859 -1.597 0.51
H -0.649 -3.406 -3.315 0.47
H 0.291 -5.542 -3.639 0.40
H 2.155 -7.198 -3.396 0.36
H 4.546 -7.475 -2.945 0.42
H 5.781 -5.896 -1.323 0.41
H 4.713 -3.788 -0.588 0.36
O 6.951 -1.420 5.555 -0.47
C 5.750 -0.955 6.031 0.36
O 5.769 -0.288 7.072 -0.55
C 4.468 -1.292 5.375 1.05
C 4.382 -1.622 3.986 -1.09
C 3.120 -2.043 3.479 0.09
C 1.984 -2.125 4.309 0.42
C 2.118 -1.791 5.696 -0.49
C 3.339 -1.398 6.218 -1.01
N 0.793 -2.542 3.703 -0.13
C -0.342 -2.827 4.251 -0.11
C -1.628 -2.956 3.605 0.38
C -2.853 -3.066 4.377 -0.82
C -4.010 -3.365 3.712 -0.19
C -3.979 -3.559 2.327 -0.85
C -2.793 -3.189 1.662 0.07
N -1.657 -2.952 2.252 -0.21
H 6.853 -1.857 4.690 0.33
H 5.142 -1.378 3.260 0.36
H 2.981 -2.325 2.415 0.44
H 1.204 -1.834 6.335 0.21
H 3.512 -1.234 7.326 0.38
H -0.375 -2.899 5.364 0.30
H -2.834 -2.819 5.458 0.34
H -4.978 -3.426 4.243 0.42
H -4.851 -3.889 1.776 0.39
H -2.866 -3.171 0.583 0.44
C -1.297 2.416 -4.379 -1.60
C -2.004 3.567 -3.660 2.25
C -3.028 4.169 -4.608 -1.62
C -0.916 4.583 -3.214 -1.69
Si -2.947 2.924 -2.124 -0.81
Br -1.502 1.391 -1.207 -0.27
C -3.185 4.028 -0.460 2.05
C -1.797 4.415 0.159 -1.65
C -3.984 3.275 0.628 -1.83
C -3.894 5.353 -0.839 -1.47
C -4.399 1.748 -2.542 2.20
C -5.593 2.767 -2.840 -1.55
C -4.200 0.859 -3.787 -1.90
C -4.670 0.714 -1.416 -1.85
H -0.862 2.864 -5.295 0.55
H -1.937 1.547 -4.675 0.25
H -0.509 1.936 -3.759 0.22
H -2.562 4.522 -5.593 0.44
H -3.625 4.989 -4.203 0.30
H -3.736 3.349 -4.909 0.33
H -0.384 4.981 -4.050 0.59
H -0.286 4.087 -2.450 0.28
H -1.314 5.467 -2.629 0.23
H -1.272 3.538 0.498 0.30
H -2.041 4.964 1.161 0.49
H -1.189 5.005 -0.561 0.27
H -3.570 2.295 0.853 0.24
H -5.074 3.196 0.355 0.27
H -3.927 3.823 1.602 0.54
H -3.510 5.775 -1.812 0.27
H -3.700 6.092 -0.057 0.49
H -4.974 5.208 -0.983 0.35
H -5.350 3.473 -3.615 0.32
H -5.924 3.231 -1.892 0.31
H -6.430 2.228 -3.306 0.48
H -4.080 1.485 -4.719 0.38
H -5.071 0.231 -3.911 0.60
H -3.350 0.140 -3.793 0.21
H -4.736 1.085 -0.389 0.30
H -4.024 -0.147 -1.415 0.31
H -5.671 0.306 -1.682 0.47

---

108
Properties=species:S:1:pos:R:3:mulliken_charge:R:1 method="wB97M-V/def2-TZVPD" e_above_lowest_kcal_mol=39.0 energy_ha=-6552.2817 charge=+3 orbital_gap_ha=0.215 largest_force_ha_per_bohr=0.012
Ti -0.563 -0.003 0.200 0.33
C 7.232 1.372 1.496 -1.57
C 5.835 0.857 1.668 0.85
C 5.035 0.573 0.555 -0.99
C 3.758 0.068 0.706 -0.20
C 3.270 -0.144 1.992 -0.58
C 4.042 0.118 3.117 -0.39
C 5.317 0.621 2.943 -1.01
S 1.678 -0.826 2.160 1.87
O 1.433 -1.767 1.095 -0.73
O 1.413 -1.182 3.515 -0.74
N 0.605 0.389 1.702 1.20
C 0.430 1.510 2.521 0.59
C 1.008 1.840 3.722 -0.51
C 0.708 3.090 4.312 -1.15
C -0.144 3.987 3.733 -1.04
C -0.773 3.665 2.505 0.91
C -1.700 4.466 1.812 -1.24
C -2.259 4.012 0.638 -1.09
C -1.905 2.761 0.139 -0.23
N -1.020 1.989 0.765 1.77
C -0.464 2.424 1.925 -0.62
H 7.418 1.689 0.473 0.37
H 7.952 0.588 1.743 0.35
H 7.430 2.209 2.165 0.40
H 5.434 0.736 -0.439 0.46
H 3.151 -0.170 -0.157 0.47
H 3.661 -0.100 4.106 0.67
H 5.933 0.822 3.811 0.48
H 1.677 1.161 4.227 0.57
H 1.177 3.333 5.256 0.46
H -0.352 4.937 4.208 0.54
H -1.974 5.436 2.211 0.53
H -2.974 4.614 0.093 0.66
H -2.331 2.376 -0.785 0.05
Br -1.000 -4.953 -5.774 -0.09
C -1.396 -3.756 -4.377 -0.16
C -1.771 -4.243 -3.136 -0.72
C -2.042 -3.358 -2.103 -0.46
C -1.923 -1.991 -2.315 -1.19
C -1.584 -1.503 -3.570 0.37
C -1.318 -2.385 -4.603 -0.87
N -2.169 -1.097 -1.207 1.38
C -3.387 -1.057 -0.843 -0.68
C -3.745 -0.385 0.398 0.27
C -5.039 -0.397 0.879 -0.98
C -5.300 0.138 2.133 -0.75
C -4.232 0.643 2.855 -1.27
C -2.968 0.634 2.288 -0.40
N -2.714 0.151 1.069 1.10
H -1.852 -5.310 -2.978 0.50
H -2.315 -3.731 -1.122 0.54
H -1.564 -0.435 -3.735 0.33
H -1.066 -2.016 -5.588 0.55
H -4.158 -1.585 -1.402 0.66
H -5.826 -0.834 0.278 0.65
H -6.302 0.142 2.539 0.52
H -4.366 1.046 3.849 0.59
H -2.134 1.018 2.859 0.45
C -2.618 -3.422 3.966 -1.60
C -1.587 -3.846 2.907 1.48
C -2.117 -5.011 2.055 -1.62
C -0.244 -4.218 3.562 -1.55
C -1.348 -2.707 2.022 -0.09
N -1.145 -1.816 1.330 0.46
H -2.805 -4.269 4.625 0.43
H -3.565 -3.134 3.507 0.37
H -2.244 -2.597 4.572 0.38
H -2.284 -5.866 2.709 0.45
H -1.395 -5.304 1.292 0.37
H -3.067 -4.760 1.580 0.36
H -0.407 -5.064 4.228 0.48
H 0.157 -3.389 4.144 0.31
H 0.491 -4.507 2.811 0.35
C 3.839 2.143 -3.676 -1.28
C 3.301 0.738 -3.586 -0.38
O 2.470 0.599 -2.382 0.13
P 0.919 0.281 -2.512 -0.66
O 0.332 1.286 -1.281 0.67
C 0.790 2.685 -1.418 -1.00
C 1.941 3.006 -0.496 -0.49
O 0.734 -0.917 -1.338 0.26
C 1.113 -2.321 -1.696 0.28
C 2.356 -2.414 -2.548 -1.54
H 4.524 2.208 -4.521 0.51
H 4.386 2.408 -2.772 0.25
H 3.040 2.867 -3.842 0.32
H 4.097 0.006 -3.475 0.31
H 2.703 0.477 -4.462 0.49
H -0.062 3.335 -1.251 0.57
H 1.089 2.807 -2.460 0.78
H 1.642 2.959 0.549 -0.18
H 2.284 4.021 -0.698 0.65
H 2.772 2.324 -0.659 -0.32
H 0.267 -2.758 -2.213 -0.06
H 1.263 -2.806 -0.742 0.28
H 2.225 -1.961 -3.533 0.41
H 2.543 -3.476 -2.719 0.57
H 3.232 -1.997 -2.054 0.22
N -4.012 2.438 -4.470 -0.06
C -2.925 3.264 -4.552 -0.82
C -2.051 2.796 -3.617 -0.22
N -2.580 1.697 -2.967 -0.02
C -3.764 1.520 -3.513 -0.46
H -4.845 2.499 -5.035 0.22
H -2.869 4.081 -5.249 0.44
H -1.074 3.185 -3.390 0.25
H -4.467 0.740 -3.266 0.48